ORCA calculation (ωB97M-V/def2-TZVPD) on a gas-phase ion, C4H12N2S (charge +1) in a non-equilibrium geometry.

```
19
Properties=species:S:1:pos:R:3:mulliken_charge:R:1
C -1.9002 -0.1715 -1.0025 -0.511
N -0.7320 -0.7247 -0.2873 0.071
C 0.3010 -0.2619 0.7716 -0.621
C 1.6365 -0.9731 0.8404 -0.738
S 2.7797 -0.2027 -0.3084 -0.170
C -2.2068 1.2165 -0.6390 -0.477
N -2.7657 1.4427 0.8317 -0.619
H -1.6524 -0.1584 -2.0984 0.361
H -2.8337 -0.6647 -1.1228 0.392
H 3.3402 -1.3284 -0.5292 0.159
H -0.1723 -0.5516 1.7308 0.340
H 0.3285 0.7770 0.8551 0.504
H 2.0958 -0.9651 1.8513 0.383
H 1.3799 -1.9725 0.6614 0.447
H -2.9929 1.4764 -1.4172 0.329
H -1.1854 1.7614 -0.7656 0.287
H -2.1976 2.1269 1.3552 0.304
H -0.7126 -1.7263 -0.3934 0.298
H -2.3712 0.5834 1.1721 0.260
```

The calculation puts the relative energy (zero: lowest compared OMol25 entry of this formula, charge and spin) at 73.62 kcal per mole. Its expectation value of S² is 0.76. As for the spin multiplicity: 2. The calculation puts the frontier orbital gap (alpha / beta) at 10.0 / 5.5 eV. The molecular weight is 120.22 u. As for the total charge: +1.